Entry 1:
ORCA calculation (ωB97M-V with the def2-TZVPD basis set) on a single C6H15N3O molecule in a non-equilibrium geometry.

Structure (ORCA input):
```
! RIJCOSX wB97M-V def2-TZVPD def2/J DEFGRID3
* xyz 0 1
C 3.0019 -2.1558 -0.7967
C -1.0980 3.9469 0.6924
C 1.8381 -1.2865 -0.6698
C 0.6862 -2.0096 -0.1607
C -0.6508 -1.3083 -0.2733
C -0.5874 0.1638 0.2107
N -2.8703 -0.1032 0.6751
N -1.9168 0.7124 0.5348
N -2.1202 1.9406 0.7718
O -0.9182 2.6152 0.4965
H 3.7451 -1.6769 -1.2182
H 3.4090 -2.4015 0.1995
H 2.6514 -3.1106 -1.2648
H -0.9926 4.1935 1.6925
H -2.1266 4.1100 0.5007
H -0.6209 4.5329 -0.1682
H 1.5378 -0.7752 -1.6172
H 1.9937 -0.3584 -0.0595
H 0.8791 -2.3963 0.8979
H 0.4933 -2.8619 -0.8506
H -0.8235 -1.3239 -1.3886
H -1.5987 -1.6502 0.2283
H -0.0960 0.0801 1.1142
H 0.0120 0.7944 -0.3935
H -3.8275 0.3283 0.8467
*
```

Output
Relative energy (zero: lowest compared OMol25 entry of this formula, charge and spin)   606.8 kJ/mol
Frontier orbital gap   8.87 eV

---

Entry 2:
ORCA calculation (ωB97M-V with the def2-TZVPD basis set) on C16H28IN2O8Zn as an isolated structure in a non-equilibrium geometry.

Structure (ORCA input):
```
! RIJCOSX wB97M-V def2-TZVPD def2/J DEFGRID3
* xyz 1 1
Zn 0.6373 -0.8565 -2.5643
I -0.2191 -1.7625 -6.1700
O 3.8121 1.5059 -2.5751
C 4.5346 2.4525 -2.1569
N 4.2122 3.6950 -2.1989
C 5.8333 2.2315 -1.5109
H 3.3596 3.9351 -2.6842
H 4.5567 4.3526 -1.5140
H 6.3487 3.1866 -1.4093
H 6.4940 1.6273 -2.1326
H 5.8033 1.7396 -0.5386
O 3.2696 -3.7637 -2.1946
C 4.1530 -4.5793 -1.9861
N 5.2405 -4.1473 -1.3422
C 4.2890 -5.9989 -2.6845
H 6.1116 -4.6207 -1.5351
H 5.2619 -3.1501 -1.1835
H 3.3892 -6.4041 -3.1475
H 4.5198 -6.7125 -1.8936
H 4.9590 -5.8313 -3.5278
O -2.0532 2.5032 -1.7666
C -2.9462 3.1961 -1.2289
O -3.5423 2.8292 -0.0798
C -4.5253 3.8411 0.4069
C -4.7921 4.7006 -0.8654
C -3.4765 4.5509 -1.6433
H -4.0680 4.3605 1.2490
H -5.4305 3.3410 0.7515
H -5.0627 5.7191 -0.5871
H -5.6098 4.2536 -1.4308
H -2.6657 5.2554 -1.4575
H -3.6967 4.5495 -2.7108
O -2.6794 -2.9754 -0.6768
C -3.6251 -3.3710 -0.0201
O -3.4574 -3.6876 1.3046
C -4.7305 -3.9158 1.9217
C -5.5970 -4.3997 0.7465
C -5.0333 -3.6836 -0.4654
H -5.0396 -2.9157 2.2259
H -4.5456 -4.5371 2.7980
H -6.6200 -4.2979 1.1088
H -5.4644 -5.4792 0.6735
H -5.3813 -2.6882 -0.7416
H -5.0560 -4.3000 -1.3641
O 1.3930 0.3983 1.5806
C 1.5265 1.0722 2.6144
O 2.3897 2.1398 2.7036
C 2.2305 2.8489 3.9789
C 1.6837 1.6945 4.8401
C 0.7658 0.9150 3.9312
H 1.4909 3.6431 3.8770
H 3.1786 3.2598 4.3257
H 1.1323 2.1496 5.6629
H 2.4027 0.9817 5.2438
H -0.2524 1.2276 3.6993
H 0.5912 -0.0787 4.3438
*
```

Output
Frontier orbital gap   4.04 eV

---

Entry 3:
ORCA calculation (ωB97M-V with the def2-TZVPD basis set) on C20H23B2F4N5O12SeW as an isolated structure.

Structure (ORCA input):
```
! RIJCOSX wB97M-V def2-TZVPD def2/J DEFGRID3
* xyz 2 1
W 0.6601 -0.8408 0.3336
C -2.9994 0.6187 2.7931
C -2.0123 0.3789 1.7031
N -0.9976 -0.3878 1.8433
O -1.0326 -1.1146 3.0081
B 0.0304 -1.9094 3.4363
F 0.2236 -2.4690 1.1330
F -0.2870 -2.9208 4.1951
O 1.3540 -1.6226 3.2501
N 1.5708 -0.4727 2.4835
C 2.3713 0.3548 3.0755
C 3.0859 0.0566 4.3411
C 2.6263 1.6679 2.4272
N 1.5935 2.0658 1.8063
O 1.8375 3.1646 0.9933
B 0.7038 3.4960 0.3066
F 0.7874 3.7710 -0.9783
F -0.4784 3.5719 0.8941
O -0.0514 0.9663 -0.0458
N -1.2742 1.2542 -0.5988
C -2.4195 0.9125 0.3163
C -3.2611 2.1714 0.3731
C 3.9485 2.3482 2.5317
H -3.9846 0.2571 2.4915
H -3.0835 1.6950 2.9519
H -2.7128 0.1389 3.7194
H 2.8859 -0.9326 4.7295
H 2.8298 0.8157 5.0846
H 4.1553 0.1622 4.1442
H -3.4938 2.4582 -0.6514
H -2.7065 2.9789 0.8439
H -4.1936 1.9948 0.9013
H 4.2462 2.4281 3.5772
H 3.8855 3.3451 2.1079
H 4.7150 1.7773 2.0084
C -0.8996 2.3180 -3.2251
C -0.6271 0.9369 -2.7962
O -1.3328 0.4240 -1.7880
C 0.2686 0.0437 -3.3985
C 0.7239 0.2753 -4.7236
C 1.5699 -0.6088 -5.3401
C 2.0116 -1.7384 -4.6443
C 1.6262 -1.9895 -3.3317
C 0.7763 -1.1054 -2.7132
O 0.4663 -1.3089 -1.4178
H -1.7776 2.2873 -3.8831
H -0.0663 2.7599 -3.7618
H -1.1549 2.9329 -2.3650
H 0.3627 1.1411 -5.2616
H 1.8970 -0.4388 -6.3555
H 2.6886 -2.4295 -5.1298
H 2.0023 -2.8418 -2.7836
O -3.3080 -0.0795 -0.2162
C -2.9341 -1.3410 -0.4172
C -3.9930 -2.3064 -0.8390
C -3.1985 -3.6070 -0.9214
C -1.7553 -3.1673 -0.7608
O -0.7656 -3.7800 -1.0012
N -1.7386 -1.7771 -0.2995
H -4.4165 -1.9890 -1.7934
H -4.8049 -2.3120 -0.1120
H -3.3134 -4.1524 -1.8548
H -3.4361 -4.2930 -0.1073
O 2.1676 0.2832 -0.1764
Se 3.5368 -0.8307 -0.0815
O 4.0836 -1.1006 -1.5438
O 2.3441 -1.9724 0.3843
O 4.4740 -0.4127 1.1294
*
```

Output
Relative energy (zero: lowest compared OMol25 entry of this formula, charge and spin)   320.4 kJ/mol
Frontier orbital gap   7.32 eV

---

Entry 4:
ORCA calculation (ωB97M-V with the def2-TZVPD basis set) on C15H18BrClN3O2SZn as an isolated structure in a non-equilibrium geometry.

Structure (ORCA input):
```
! RIJCOSX wB97M-V def2-TZVPD def2/J DEFGRID3
* xyz -1 1
Zn -0.3757 -0.3051 0.1285
C 1.1384 0.5109 2.8788
C 1.1235 1.1816 4.2683
N -0.0701 1.9995 4.4251
C -1.2465 1.1525 4.2879
C -1.2464 0.4541 2.9120
N -0.0727 0.8688 2.1333
C -0.0992 2.3302 1.9841
C -0.0936 3.0066 3.3737
H 1.1940 -0.5759 2.9592
H 1.9994 0.8473 2.3015
H 1.9931 1.8288 4.4056
H 1.1254 0.4367 5.0663
H -2.1281 1.7855 4.4095
H -1.2358 0.4231 5.1017
H -2.1404 0.7064 2.3403
H -1.2083 -0.6307 3.0227
H -0.9907 2.6023 1.4186
H 0.7721 2.6278 1.3976
H -0.9862 3.6210 3.5171
H 0.7843 3.6454 3.5037
Cl -3.5263 -0.7430 0.2616
C -1.9442 -1.5734 0.0948
H -2.0070 -2.0796 -0.8690
H -1.9667 -2.3467 0.8598
S -2.1152 3.4308 -1.5689
C -1.2217 2.1723 -1.2301
N -0.5067 1.2717 -0.9752
Br 5.1956 -2.2253 1.8973
C 4.5760 -0.5743 1.1970
C 5.4001 0.5260 1.3821
C 5.0286 1.7535 0.8677
C 3.8537 1.8733 0.1414
C 3.0330 0.7734 -0.0228
C 3.3652 -0.4623 0.5290
C 2.3246 -1.5868 0.5180
O 2.5846 -2.6347 1.0901
O 1.2320 -1.3053 -0.0583
H 6.3199 0.4149 1.9387
H 5.6644 2.6137 1.0258
H 3.5711 2.8277 -0.2785
H 2.0992 0.8521 -0.5634
*
```

Output
Frontier orbital gap   7.87 eV

---

Entry 5:
ORCA calculation (ωB97M-V with the def2-TZVPD basis set) on a 2-piece molecular cluster, C5H12O overall in a non-equilibrium geometry.

Structure (ORCA input):
```
! RIJCOSX wB97M-V def2-TZVPD def2/J DEFGRID3
* xyz 0 1
C 1.0610 -0.1043 -1.4182
C 0.2149 0.5046 -0.6086
C 0.4027 1.8965 -0.0759
C -1.1156 -0.0235 -0.1494
C -1.3722 -1.5472 -0.2753
H 1.9923 0.3418 -1.7319
H 0.7706 -1.0453 -1.8691
H 0.7681 1.8496 0.9490
H 1.1561 2.4736 -0.6195
H -0.4997 2.5017 -0.0215
H -1.9803 0.5423 -0.4967
H -1.1868 0.1529 0.9255
H -1.2523 -2.0471 0.6920
H -2.3782 -1.8010 -0.5956
H -0.5908 -1.9854 -0.8923
O 1.2340 -0.1564 1.9926
H 1.9792 -0.5701 2.4629
H 0.7970 -0.9827 1.7317
*
```

Output
Relative energy (zero: lowest compared OMol25 entry of this formula, charge and spin)   112.4 kJ/mol
SMILES string   C=C(C)CC.O
Frontier orbital gap   9.80 eV